Entry 1:
Below is a structure of composition C3KMgO6 at a distorted geometry, with properties calculated with wB97M-V/def2-TZVPD.

Last column: Mulliken charge in e.
CARTESIAN COORDINATES (ANGSTROEM)
C (-0.56, 0.51, -0.15)  0.77
O (0.13, 1.55, -0.29)  -0.65
C (-2.10, 0.66, 0.11)  0.56
O (-2.72, -0.44, 0.15)  -0.81
O (-2.58, 1.79, 0.20)  -0.63
Mg (1.94, 2.17, 0.21)  0.44
K (-2.11, -2.51, -0.22)  0.97
O (-0.11, -0.66, -0.15)  -0.79
O (2.83, 0.13, -0.02)  -0.38
O (2.68, -2.17, 0.12)  -0.33
C (2.59, -1.02, 0.03)  0.85

Relative energy (zero: lowest compared OMol25 entry of this formula, charge and spin)   0.6 kcal per mole
E_tot   -1365.8847 Ha
Multiplicity   2
Orbital gap (spin up / spin down)   6.318 / 7.280 eV
LUMO energy (spin up / spin down)   -0.4657 / -0.6718 eV
Total charge   0
Max |F|   1.75 eV Å⁻¹

=====

Entry 2:
Below is the molecule C17H17ClN4O3 at a distorted geometry, with properties calculated with wB97M-V/def2-TZVPD.

Last column: natural (NBO) charge in e.
CARTESIAN COORDINATES (ANGSTROEM)
C (-2.30, -0.10, -3.76)  -0.39
C (-1.90, -1.36, -3.73)  -0.20
C (-1.62, -2.15, -2.48)  -0.11
O (-1.71, -1.39, -1.29)  -0.47
C (-0.68, -0.59, -1.05)  0.69
N (0.44, -0.52, -1.73)  -0.56
C (1.17, 0.43, -1.10)  0.38
C (0.48, 0.95, -0.02)  -0.11
C (1.02, 1.98, 0.81)  0.65
O (0.49, 2.49, 1.78)  -0.65
N (2.29, 2.36, 0.37)  -0.45
C (2.96, 3.41, 1.12)  -0.42
C (3.01, 1.86, -0.70)  0.79
O (4.11, 2.29, -0.98)  -0.63
N (2.41, 0.86, -1.45)  -0.41
C (3.09, 0.29, -2.59)  -0.41
N (-0.73, 0.28, -0.01)  -0.33
C (-1.80, 0.42, 0.96)  -0.24
C (-1.63, -0.57, 2.09)  -0.10
C (-0.67, -0.33, 3.06)  -0.14
C (-0.45, -1.23, 4.09)  -0.23
C (-1.20, -2.39, 4.16)  -0.19
C (-2.17, -2.65, 3.21)  -0.23
C (-2.38, -1.74, 2.18)  -0.02
Cl (-3.61, -2.10, 1.02)  0.00
H (-2.49, 0.41, -4.69)  0.21
H (-2.46, 0.47, -2.86)  0.19
H (-1.75, -1.92, -4.64)  0.21
H (-0.62, -2.59, -2.56)  0.21
H (-2.36, -2.95, -2.37)  0.21
H (2.30, 3.72, 1.92)  0.24
H (3.18, 4.25, 0.46)  0.21
H (3.90, 3.04, 1.52)  0.21
H (3.35, -0.74, -2.38)  0.21
H (3.99, 0.88, -2.76)  0.25
H (2.44, 0.33, -3.45)  0.21
H (-2.75, 0.26, 0.45)  0.24
H (-1.74, 1.43, 1.36)  0.25
H (-0.11, 0.59, 3.01)  0.23
H (0.30, -1.02, 4.84)  0.22
H (-1.03, -3.10, 4.96)  0.22
H (-2.76, -3.55, 3.25)  0.23

Relative energy (zero: lowest compared OMol25 entry of this formula, charge and spin)   0.0 kcal per mole
E_tot   -1563.0010 Ha
Orbital gap   8.780 eV
LUMO energy   0.6547 eV
Total charge   0
Max |F|   1.36 eV Å⁻¹
SMILES   C=CCOc1nc2c(c(=O)n(C)c(=O)n2C)n1Cc1ccccc1Cl

=====

Entry 3:
Below is a structure of composition C10H5ErNO5 at a distorted geometry, with properties calculated with wB97M-V/def2-TZVPD.

Last column: natural (NBO) charge in e.
CARTESIAN COORDINATES (ANGSTROEM)
O (0.00, 0.00, -3.98)  -0.23
C (0.00, 0.00, -2.81)  0.45
Er (0.00, 0.00, -0.15)  1.71
O (-1.79, -3.03, 0.13)  -0.20
C (-1.22, -2.04, -0.03)  0.41
C (1.22, 2.04, -0.03)  0.41
O (1.79, 3.03, 0.13)  -0.20
C (-2.04, 1.21, -0.03)  0.41
O (-3.03, 1.80, 0.13)  -0.19
C (2.04, -1.21, -0.03)  0.41
O (3.03, -1.80, 0.13)  -0.19
C (0.00, 0.00, 5.14)  -0.06
C (-0.01, 1.22, 4.42)  -0.17
C (-0.02, 1.20, 3.01)  0.03
N (0.00, 0.00, 2.35)  -0.66
C (0.01, -1.20, 3.01)  0.03
C (0.01, -1.22, 4.42)  -0.17
H (0.00, 0.00, 6.20)  0.28
H (-0.02, 2.17, 4.89)  0.27
H (-0.02, 2.09, 2.39)  0.21
H (0.02, -2.09, 2.39)  0.21
H (0.01, -2.17, 4.89)  0.27

E_tot   -1828.8820 Ha
Multiplicity   4
Orbital gap (spin up / spin down)   5.701 / 5.814 eV
LUMO energy (spin up / spin down)   -14.5658 / -14.4532 eV
Total charge   +3
Max |F|   7.71 eV Å⁻¹

=====

Entry 4:
Below is the molecule C3H4FP at a distorted geometry, with properties calculated with wB97M-V/def2-TZVPD.

Last column: natural (NBO) charge in e.
CARTESIAN COORDINATES (ANGSTROEM)
C (1.31, 0.47, 0.89)  -0.10
C (0.45, 0.17, -0.05)  -0.49
C (-0.93, 0.67, -0.16)  -0.66
F (-0.19, -2.39, -0.22)  -0.59
P (0.92, -1.36, -0.93)  0.92
H (2.33, 0.39, 1.26)  0.22
H (-1.10, 0.66, -1.21)  0.23
H (-1.10, 1.51, 0.47)  0.23
H (-1.70, -0.12, -0.05)  0.24

Relative energy (zero: lowest compared OMol25 entry of this formula, charge and spin)   52.3 kcal per mole
E_tot   -557.7994 Ha
Orbital gap (spin up / spin down)   7.933 / 7.670 eV
LUMO energy (spin up / spin down)   -0.4026 / -0.8276 eV
Total charge   0
Max |F|   2.17 eV Å⁻¹

=====

Entry 5:
Below is a cluster of 2 separate species, C20H20F2O3 in total at a distorted geometry, with properties calculated with wB97M-V/def2-TZVPD.

Last column: natural (NBO) charge in e.
CARTESIAN COORDINATES (ANGSTROEM)
C (-4.62, -0.05, -2.18)  -0.63
C (-3.39, 0.84, -2.16)  -0.07
O (-2.23, 0.05, -2.11)  -0.54
C (-1.09, 0.81, -2.21)  0.72
C (0.12, 0.03, -2.21)  -0.25
C (-0.05, -1.44, -2.23)  -0.65
C (1.42, 0.61, -2.18)  0.48
C (2.62, -0.29, -2.18)  -0.70
O (1.63, 1.81, -2.13)  -0.58
O (-1.13, 2.04, -2.30)  -0.60
H (-5.55, 0.51, -2.20)  0.22
H (-4.60, -0.71, -3.05)  0.21
H (-4.63, -0.69, -1.29)  0.20
H (-3.32, 1.46, -3.07)  0.19
H (-3.37, 1.51, -1.30)  0.17
H (-1.11, -1.70, -2.23)  0.24
H (0.38, -1.87, -3.14)  0.21
H (0.40, -1.91, -1.36)  0.19
H (2.37, -1.34, -2.19)  0.20
H (3.24, -0.09, -3.06)  0.23
H (3.23, -0.10, -1.29)  0.22
F (3.79, -4.39, 2.14)  -0.30
C (2.89, -3.39, 2.01)  0.44
C (1.59, -3.66, 1.61)  -0.29
C (0.68, -2.65, 1.46)  -0.13
C (1.03, -1.31, 1.71)  -0.07
C (0.01, -0.34, 1.54)  0.01
C (-0.05, 1.06, 1.77)  -0.16
C (-1.30, 1.68, 1.56)  -0.09
C (-1.47, 3.02, 1.78)  -0.28
C (-0.42, 3.81, 2.22)  0.47
F (-0.60, 5.12, 2.48)  -0.30
C (0.82, 3.22, 2.43)  -0.28
C (1.01, 1.88, 2.21)  -0.11
C (2.35, -1.06, 2.14)  -0.15
C (3.25, -2.08, 2.28)  -0.27
H (1.32, -4.68, 1.42)  0.24
H (-0.32, -2.88, 1.16)  0.22
H (-0.91, -0.75, 1.19)  0.21
H (-2.13, 1.08, 1.23)  0.22
H (-2.43, 3.49, 1.62)  0.24
H (1.63, 3.84, 2.76)  0.24
H (1.98, 1.48, 2.39)  0.21
H (2.68, -0.07, 2.37)  0.21
H (4.26, -1.89, 2.60)  0.24

E_tot   -1199.4446 Ha
Orbital gap   3.563 eV
LUMO energy   -2.8761 eV
Total charge   0
Max |F|   1.89 eV Å⁻¹

=====

Entry 6:
Below is the ion C6H13ClN with charge +1 at a distorted geometry, with properties calculated with wB97M-V/def2-TZVPD.

Last column: natural (NBO) charge in e.
CARTESIAN COORDINATES (ANGSTROEM)
C (-2.47, 1.56, 0.76)  -0.22
C (-1.35, 1.98, -0.06)  -0.54
C (-0.12, -2.07, -0.85)  -0.62
C (1.93, -1.59, 0.53)  -0.61
C (-0.33, 1.03, -0.51)  0.12
C (0.90, -1.03, -0.50)  -0.01
N (-0.30, -0.09, 0.07)  -0.46
Cl (-3.32, 0.02, -0.08)  0.19
H (-3.30, 2.30, 0.89)  0.27
H (-1.11, 2.75, 0.61)  0.29
H (-1.70, 2.63, -0.88)  0.26
H (-2.30, 1.10, 1.73)  0.25
H (-0.69, -1.98, 0.08)  0.22
H (-0.53, -1.76, -1.70)  0.21
H (0.32, -3.08, -1.11)  0.23
H (2.26, -2.52, 0.06)  0.24
H (1.20, -1.76, 1.38)  0.22
H (2.70, -0.94, 0.74)  0.22
H (0.33, 1.24, -1.38)  0.21
H (-2.17, -0.44, 0.36)  0.35
H (1.44, -0.43, -1.29)  0.20

Relative energy (zero: lowest compared OMol25 entry of this formula, charge and spin)   75.2 kcal per mole
E_tot   -750.9542 Ha
Orbital gap   10.107 eV
LUMO energy   -4.2429 eV
Total charge   +1
Max |F|   4.94 eV Å⁻¹

=====

Question: Among the records above, which one has the highest E_tot?
Answer: C3H4FP